{"formula": "C9H13BrN3", "method": "ωB97M-V/def2-TZVPD", "homo_lumo_gap_ev": [6.51, 5.34], "energy_ev": -84045.1255, "multiplicity": 3, "charge": 1, "species": ["C", "C", "C", "C", "C", "C", "C", "C", "C", "N", "N", "N", "Br", "H", "H", "H", "H", "H", "H", "H", "H", "H", "H", "H", "H", "H"], "positions_angstrom": [[3.0371, -0.5408, 2.6433], [2.3640, -1.4659, 1.8191], [2.4904, 0.7946, 2.7803], [1.3333, -1.0131, 1.1041], [1.4876, 1.2602, 1.9943], [0.9232, 0.3609, 1.0561], [-0.1204, 0.8082, 0.1618], [-3.7622, 1.5947, -1.9724], [-2.7856, 1.2969, -1.0854], [-1.7124, 0.4867, -1.5216], [-0.0257, -2.1983, -2.1380], [-0.4770, 0.2255, -0.9350], [-5.1430, 2.8606, -1.5198], [3.9688, -0.8804, 3.3031], [2.5990, -2.5102, 1.8970], [3.1598, 1.4413, 3.2532], [0.8315, -1.7234, 0.3991], [0.9664, 2.1961, 2.1286], [-0.6849, 1.6605, 0.4617], [-3.7672, 1.5199, -3.0418], [-2.6436, 1.7539, -0.1256], [-1.6809, 0.1475, -2.4942], [-0.9844, -2.2501, -2.4794], [0.0906, -2.7744, -1.3805], [-0.1224, -0.7092, -1.4617], [0.6581, -2.3418, -2.8463]], "atomic_forces_ev_per_a": [[0.7, 0.2, 1.4], [1.4, 0.4, 2.2], [2.1, -2.1, -1.1], [-1.8, 0.1, -3.1], [-1.3, -0.8, -0.2], [-1.7, -0.5, -0.9], [2.6, 1.6, 5.9], [-1.3, 2.1, 0.5], [2.5, -1.3, -1.2], [0.0, 0.8, 0.4], [-1.3, 2.6, -1.4], [-2.8, -3.4, -6.1], [1.0, -1.0, 0.0], [-2.2, 0.9, -1.6], [0.2, -0.3, -0.3], [0.3, 1.2, 1.4], [0.3, 0.7, 0.8], [0.6, 0.5, 0.0], [0.1, 0.8, -0.1], [0.3, -0.9, -0.2], [-0.4, -0.2, 0.4], [-0.5, 0.3, 0.7], [0.5, -0.5, -0.2], [0.4, -1.9, 1.9], [0.2, 1.0, 1.2], [0.3, -0.3, -0.6]], "lowdin_charge": [-0.0309, -0.1026, -0.0651, -0.0574, -0.0379, -0.1791, -0.0983, -0.4848, -0.1444, 0.0815, 0.0844, 0.0029, 0.7479, 0.1542, 0.1090, 0.0888, 0.1002, 0.1187, 0.1025, 0.0523, 0.1108, 0.1726, 0.0720, 0.0167, 0.1185, 0.0675]}